Entry 1:
Computed, not measured: a molecular structure, C13H13Cl2N2OPdSbSeTe at a distorted geometry, with wB97M-V/def2-TZVPD.

XYZ file:
```
35
Properties=species:S:1:pos:R:3:forces:R:3
Pd 1.290 -1.218 -0.251 -0.1 1.0 -0.4
Cl -2.916 1.101 0.049 -0.6 0.2 -0.1
C -1.484 2.053 -0.006 1.0 -0.5 -0.2
C -1.478 3.394 0.350 0.4 0.4 0.1
C -0.294 4.101 0.380 -0.4 -0.4 0.0
Cl -0.329 5.790 0.719 0.0 0.4 0.1
C 0.947 3.456 0.166 -0.1 -0.2 -0.1
C 2.216 4.050 0.317 0.2 -0.1 0.0
C 3.341 3.275 0.178 -0.1 0.3 0.0
C 3.209 1.907 -0.090 -0.2 -0.1 -0.1
N 2.042 1.342 -0.293 0.3 0.0 0.0
C 0.930 2.087 -0.197 -0.4 0.2 0.2
C -0.314 1.388 -0.412 -0.4 0.5 0.2
O -0.331 0.211 -0.897 0.1 -0.5 0.1
H -2.413 3.873 0.590 -0.1 0.2 0.0
H 2.287 5.101 0.555 0.0 0.0 0.0
H 4.327 3.698 0.279 0.1 0.1 0.1
H 4.075 1.257 -0.148 0.1 0.0 0.0
C -3.625 -2.466 0.489 0.4 0.4 0.2
Sb -1.505 -1.881 0.531 -0.3 -1.6 -0.7
C -1.174 -2.438 -1.537 0.3 0.4 0.0
C -0.743 -3.815 1.175 -0.1 0.3 0.0
H -3.722 -3.301 -0.190 0.1 -0.2 -0.2
H -4.243 -1.642 0.160 -0.1 0.2 -0.1
H -3.912 -2.759 1.487 -0.1 -0.1 0.3
H -1.338 -3.508 -1.646 0.0 -0.1 0.1
H -0.144 -2.191 -1.842 -0.5 -0.2 0.0
H -1.848 -1.884 -2.184 -0.1 0.1 0.0
H -1.396 -4.586 0.770 0.0 -0.1 0.0
H -0.707 -3.907 2.259 0.0 0.0 0.1
H 0.262 -3.925 0.756 -0.3 0.0 0.1
Te 1.143 -0.892 2.234 0.1 0.1 0.5
Se 3.298 -1.228 -1.778 0.3 0.5 -0.2
C 2.540 -2.738 -1.175 0.5 -1.3 -0.3
N 2.010 -3.707 -0.798 -0.1 -0.1 0.2
```
Positions in Å, forces in eV/Å.

The HOMO energy (alpha / beta) comes out at -7.471 / -7.391 eV. The calculation puts the molecular weight at 718.91 g/mol. The energy comes out at -126417.687 eV. Its largest force on an atom is 0.0335 hartree/bohr. Its spin multiplicity is 5. As for the charge: 0.

Entry 2:
Computed, not measured: 5 unconnected molecules or ions with the total composition C40H75Br2FIN3OP at a distorted geometry, with wB97M-V/def2-TZVPD.

XYZ file:
```
124
Properties=species:S:1:pos:R:3:forces:R:3
C 1.801 -1.570 1.914 0.6 -0.7 -0.3
C 0.838 -1.607 0.645 0.8 0.6 -2.3
N 1.382 -1.543 -0.562 -1.9 -0.4 3.3
C -0.783 -1.768 0.715 0.4 -0.4 0.1
C -1.467 -0.930 1.900 1.8 -2.1 1.4
N -2.709 -0.144 1.648 -2.4 1.8 1.0
C -3.269 0.472 0.423 -0.9 3.2 -4.3
C -3.081 2.022 0.206 -2.2 -2.1 -2.9
C -3.740 2.621 -1.088 0.0 -3.9 1.7
C -4.510 1.632 -2.003 1.1 0.4 1.5
N -4.672 0.223 -1.837 2.5 3.0 3.5
C -4.071 -0.299 -0.654 0.9 1.1 0.8
C -3.481 0.020 2.719 1.6 -0.6 -0.5
C -2.788 -0.688 3.985 -0.5 0.0 0.5
F -1.864 0.293 4.505 -0.9 -1.2 -1.0
C -3.735 -1.087 5.199 -2.2 1.8 1.5
Br -3.836 -2.932 5.981 0.5 1.8 -1.3
C -4.581 -0.118 5.839 1.7 -1.3 -1.4
C -4.701 1.415 5.400 -0.6 -0.3 0.3
Br -5.715 -0.651 7.401 1.2 0.8 -1.8
C -1.987 -1.821 3.179 -1.4 1.2 0.0
I -3.618 -3.012 2.258 0.2 -0.4 0.6
P -0.607 -2.741 4.100 1.3 -0.1 1.0
C -0.969 -4.594 4.208 -0.8 -0.3 0.1
O -0.637 -2.177 5.744 -0.2 -1.6 -1.6
H 2.908 -1.467 1.592 -2.0 0.0 0.1
H 1.751 -2.589 2.459 -0.1 1.9 -0.8
H 1.604 -0.718 2.647 -0.1 -1.3 -0.9
H 0.626 -1.613 -1.264 0.5 0.1 0.2
H -1.231 -1.469 -0.296 0.7 -0.3 1.4
H -0.958 -2.911 0.805 -0.1 1.9 0.2
H -0.609 -0.336 2.372 -1.6 0.0 -0.9
H -2.520 2.686 0.945 -0.8 -1.1 -1.1
H -3.673 3.746 -1.331 -0.1 -2.2 0.4
H -5.012 2.096 -2.933 0.9 -1.0 1.6
H -4.196 -1.433 -0.474 0.2 2.0 -0.5
H -4.451 0.610 2.623 1.5 -1.0 0.3
H -5.252 1.986 6.222 0.8 -0.9 -1.1
H -5.380 1.484 4.464 1.1 -0.1 1.5
H -3.692 1.934 5.228 -1.4 -1.1 0.2
H -0.217 -5.048 4.952 -1.0 0.8 -1.2
H -2.035 -4.844 4.542 1.5 0.3 -0.5
H -0.772 -5.039 3.169 -0.3 0.6 1.5
H -0.287 -2.954 6.250 -0.5 1.0 -0.2
C 4.982 3.776 -3.439 0.2 0.0 -0.1
C 4.637 2.333 -3.783 -0.1 0.0 0.0
C 3.380 1.833 -3.069 0.0 -0.1 0.0
C 3.472 1.803 -1.540 0.1 0.2 0.0
C 4.619 0.960 -0.978 -0.1 0.0 0.0
C 4.504 -0.516 -1.337 0.1 -0.1 0.2
H 5.194 3.899 -2.375 0.0 0.0 0.0
H 5.872 4.092 -3.992 -0.1 0.1 0.1
H 4.161 4.447 -3.708 0.0 0.0 0.1
H 5.492 1.685 -3.558 -0.1 0.0 0.0
H 4.475 2.261 -4.864 0.0 0.0 0.1
H 3.140 0.830 -3.441 0.0 0.0 0.1
H 2.532 2.467 -3.353 0.1 0.0 0.0
H 2.524 1.424 -1.143 0.0 0.0 0.0
H 3.569 2.826 -1.159 0.0 0.0 -0.1
H 4.619 1.055 0.114 0.0 0.1 -0.1
H 5.585 1.348 -1.317 -0.1 0.1 0.0
H 3.568 -0.934 -0.958 0.1 0.1 -0.2
H 5.331 -1.077 -0.893 0.0 0.0 -0.1
H 4.541 -0.673 -2.418 0.0 0.0 0.0
C -0.742 5.324 -7.453 0.0 -0.1 -0.2
C -1.581 4.377 -6.608 -0.1 0.1 0.0
C -1.854 4.913 -5.201 0.0 -0.1 0.1
C -0.608 5.125 -4.335 0.1 0.1 -0.1
C 0.256 3.879 -4.132 -0.1 0.1 0.1
C -0.475 2.760 -3.402 0.1 -0.2 0.0
H 0.246 5.489 -7.017 0.0 0.0 0.0
H -0.596 4.908 -8.454 0.0 0.1 0.1
H -1.238 6.293 -7.560 0.1 0.0 0.0
H -1.095 3.397 -6.558 0.0 0.1 0.0
H -2.541 4.217 -7.111 0.1 0.0 0.1
H -2.543 4.230 -4.691 0.0 0.0 0.0
H -2.387 5.868 -5.281 0.0 0.0 0.0
H -0.926 5.501 -3.356 0.0 0.0 0.0
H 0.012 5.914 -4.772 -0.1 0.0 0.0
H 1.139 4.159 -3.546 -0.1 0.0 -0.1
H 0.631 3.509 -5.091 0.0 0.0 0.0
H -0.810 3.095 -2.416 0.0 0.0 0.0
H 0.192 1.905 -3.260 -0.1 0.0 0.0
H -1.344 2.411 -3.963 0.0 0.0 0.0
C -7.843 -0.589 3.999 -0.2 0.2 0.1
C -8.236 -1.895 4.675 0.2 -0.1 0.1
C -7.618 -3.124 4.003 -0.1 -0.1 0.0
C -8.047 -3.353 2.550 0.0 0.2 0.0
C -9.556 -3.490 2.335 0.1 -0.1 -0.1
C -10.152 -4.693 3.055 -0.2 0.0 0.0
H -8.189 -0.548 2.964 0.0 0.0 0.0
H -8.288 0.259 4.529 0.1 0.0 -0.1
H -6.755 -0.459 4.007 0.0 -0.1 0.0
H -9.327 -1.981 4.707 0.1 0.0 0.0
H -7.900 -1.864 5.717 -0.1 0.0 -0.1
H -7.861 -4.009 4.600 0.0 0.0 -0.1
H -6.525 -3.034 4.032 0.0 0.0 0.1
H -7.551 -4.257 2.180 0.0 0.0 0.0
H -7.677 -2.531 1.925 0.0 0.0 0.0
H -9.746 -3.596 1.262 0.0 0.1 0.1
H -10.075 -2.579 2.648 0.1 0.0 0.0
H -9.684 -5.620 2.714 0.0 0.0 0.1
H -11.223 -4.761 2.850 0.1 -0.1 0.1
H -10.027 -4.620 4.137 0.0 0.0 0.0
C 12.016 -2.678 -0.681 0.2 0.0 -0.1
C 11.487 -1.257 -0.814 0.0 0.0 0.1
C 10.205 -1.019 -0.014 0.0 0.1 -0.1
C 9.005 -1.868 -0.446 0.1 -0.1 0.0
C 8.600 -1.716 -1.914 -0.1 0.0 0.1
C 8.155 -0.303 -2.264 0.0 0.0 -0.2
H 11.305 -3.413 -1.063 0.0 0.0 0.0
H 12.944 -2.790 -1.249 -0.1 -0.1 0.1
H 12.231 -2.917 0.365 0.0 0.0 -0.1
H 11.331 -1.019 -1.872 0.0 0.0 0.1
H 12.254 -0.563 -0.454 -0.1 0.0 -0.1
H 9.943 0.043 -0.077 0.0 -0.1 0.0
H 10.404 -1.215 1.046 0.0 0.0 -0.1
H 8.150 -1.608 0.188 0.0 0.0 0.0
H 9.214 -2.925 -0.247 0.0 0.1 0.0
H 7.772 -2.405 -2.119 0.1 0.0 0.0
H 9.419 -2.019 -2.573 0.0 0.0 0.1
H 7.300 -0.003 -1.653 0.1 0.0 0.0
H 7.853 -0.254 -3.315 0.0 0.1 0.1
H 8.958 0.422 -2.117 0.0 0.0 0.0
```
Positions in Å, forces in eV/Å.

The HOMO energy comes out at -11.479 eV. The calculation puts the molecular weight at 950.74 g/mol. The energy comes out at -209392.870 eV. Its largest force on an atom is 0.1050 hartree/bohr. As for the charge: +1.

Entry 3:
Computed, not measured: a molecular structure, C9H7Cl4F6NO7OsS3Si at a distorted geometry, with wB97M-V/def2-TZVPD.

XYZ file:
```
39
Properties=species:S:1:pos:R:3:forces:R:3
Os 0.022 -0.374 -0.351 -1.3 1.0 0.6
F -4.110 3.167 -1.114 0.1 -0.4 -0.2
C -3.252 2.192 -1.433 0.3 0.0 0.3
F -3.222 2.039 -2.738 0.0 0.0 -0.2
F -3.631 1.055 -0.859 -0.2 0.0 0.1
S -1.618 2.771 -0.738 0.3 0.2 0.5
O -0.506 1.798 -0.808 -0.6 -0.2 -0.7
O -1.402 3.978 -1.454 0.1 0.0 0.1
N -2.031 2.964 0.762 0.1 -0.1 0.0
S -1.517 2.025 1.918 0.4 0.1 0.0
O -1.164 0.660 1.491 0.0 0.0 -0.1
O -0.610 2.655 2.818 -0.1 0.0 -0.1
C -3.076 1.787 2.857 0.1 0.1 -0.2
F -3.506 2.970 3.274 -0.1 -0.1 0.0
F -2.820 1.007 3.897 -0.1 -0.1 0.1
F -3.997 1.210 2.089 -0.1 0.1 0.1
C -7.238 -3.799 -3.189 0.0 0.0 0.0
C -5.875 -3.285 -2.810 -0.1 0.0 0.0
C -4.855 -3.204 -3.754 -0.1 0.0 -0.1
C -3.606 -2.719 -3.416 0.2 0.0 0.0
C -3.382 -2.313 -2.107 -0.3 0.1 0.2
C -4.382 -2.380 -1.137 0.2 0.0 -0.2
C -5.622 -2.873 -1.502 0.0 0.0 0.0
S -1.822 -1.667 -1.695 0.2 -0.8 -0.6
O -1.607 -0.318 -2.229 0.0 0.2 0.0
O -0.755 -2.553 -2.111 -0.4 -0.1 0.0
O -1.799 -1.502 -0.180 0.2 0.2 -0.2
H -7.244 -4.215 -4.196 0.0 0.0 0.0
H -7.973 -2.991 -3.152 0.0 0.0 0.0
H -7.568 -4.571 -2.492 0.0 0.0 0.0
H -5.041 -3.527 -4.772 0.0 0.0 0.0
H -2.809 -2.661 -4.151 -0.1 0.0 0.1
H -4.184 -2.050 -0.125 0.0 0.0 0.0
H -6.408 -2.934 -0.759 0.0 0.0 0.0
Cl 2.076 0.249 -0.700 0.5 0.0 -0.1
Cl -0.046 -4.147 0.499 -0.1 0.0 -0.2
Si 0.513 -2.302 1.098 0.6 -0.2 0.5
Cl 2.530 -2.396 1.405 -0.1 0.0 0.0
Cl -0.394 -1.921 2.865 0.0 0.0 0.0
```
Positions in Å, forces in eV/Å.

The value obtained for the energy above the lowest of the compared OMol25 structures with the same formula, charge and spin is 15.89 kcal/mol. The HOMO energy (alpha / beta) comes out at -10.344 / -10.345 eV. The calculation puts the molecular weight at 811.47 g/mol. The energy comes out at -134515.485 eV. Its largest force on an atom is 0.0335 hartree/bohr. Its spin multiplicity is 5. As for the charge: 0.

Entry 4:
Computed, not measured: a molecular structure, C50H51NOP2RhSSi at a distorted geometry, with wB97M-V/def2-TZVPD.

XYZ file:
```
108
Properties=species:S:1:pos:R:3:forces:R:3
Rh -0.175 -0.496 0.281 -1.8 0.7 -3.2
C 0.775 2.282 2.991 -0.1 -1.1 -0.7
Si 0.889 1.430 1.248 0.2 0.1 0.7
C 0.009 2.789 0.189 0.0 -1.1 0.0
C 0.609 3.973 -0.213 0.2 0.1 0.1
C -0.130 4.983 -0.810 0.1 0.0 0.1
C -1.489 4.816 -1.026 0.0 0.0 0.0
C -2.100 3.628 -0.671 0.0 0.0 0.2
C -1.361 2.616 -0.063 0.0 0.0 -0.1
P -2.118 1.003 0.321 -0.2 -0.3 1.7
C -3.765 1.084 -0.508 0.3 -0.7 -0.2
C -4.930 1.429 0.178 0.3 0.1 0.0
C -6.148 1.436 -0.478 -0.1 0.1 0.0
C -6.230 1.101 -1.820 0.1 0.0 0.0
C -5.080 0.741 -2.504 0.0 0.0 -0.1
C -3.864 0.712 -1.846 0.1 0.0 0.1
C -2.698 1.138 2.045 0.1 0.2 -0.1
C -2.689 2.331 2.757 -0.1 -0.1 -0.1
C -3.243 2.374 4.026 0.0 0.1 0.1
C -3.814 1.240 4.580 0.0 0.1 0.0
C -3.829 0.052 3.869 -0.1 -0.1 -0.1
C -3.266 -0.002 2.608 0.1 0.1 -0.2
C 2.758 0.994 1.032 -0.8 -0.1 -0.1
C 3.708 1.655 1.802 0.0 0.2 0.0
C 5.013 1.202 1.887 0.1 0.1 0.0
C 5.393 0.053 1.216 0.0 0.0 0.0
C 4.472 -0.611 0.427 0.0 0.1 0.1
C 3.168 -0.145 0.327 0.0 -0.2 -0.2
P 1.995 -0.969 -0.817 1.0 -0.9 1.3
C 2.648 -0.364 -2.413 -0.6 0.4 -0.2
C 2.278 -1.046 -3.573 0.0 0.1 0.1
C 2.794 -0.669 -4.800 0.1 -0.1 0.0
C 3.657 0.415 -4.890 0.0 0.0 0.0
C 3.981 1.131 -3.750 0.1 0.1 -0.1
C 3.484 0.746 -2.515 0.0 -0.3 0.3
C 2.590 -2.702 -0.942 -0.2 0.1 0.0
C 3.722 -3.068 -1.673 0.0 0.0 0.0
C 4.098 -4.396 -1.751 0.1 0.0 -0.1
C 3.348 -5.380 -1.123 -0.1 0.1 0.0
C 2.217 -5.025 -0.408 0.1 -0.2 0.0
C 1.846 -3.696 -0.318 -0.2 0.3 0.0
H 1.132 3.305 2.916 0.1 0.2 -0.2
H 1.375 1.765 3.731 0.1 -0.2 0.1
H -0.248 2.314 3.349 -0.1 0.0 0.0
H 1.670 4.108 -0.051 0.1 0.1 0.0
H 0.354 5.903 -1.099 0.1 0.1 -0.1
H -2.071 5.607 -1.472 -0.1 0.1 -0.1
H -3.154 3.488 -0.862 -0.1 0.0 0.0
H -4.890 1.704 1.221 0.0 0.0 0.0
H -7.040 1.705 0.066 -0.1 0.0 0.0
H -7.184 1.107 -2.324 -0.1 0.0 0.0
H -5.135 0.469 -3.547 0.0 -0.1 -0.1
H -2.971 0.395 -2.365 -0.2 -0.2 -0.1
H -2.277 3.227 2.312 0.0 0.1 0.0
H -3.238 3.302 4.574 0.0 0.1 0.1
H -4.265 1.288 5.558 0.0 0.0 0.1
H -4.287 -0.830 4.291 0.0 -0.1 0.1
H -3.278 -0.921 2.038 0.0 -0.2 0.0
H 3.417 2.535 2.352 0.0 0.1 0.2
H 5.730 1.735 2.493 0.0 0.1 0.1
H 6.399 -0.329 1.301 0.1 0.0 0.0
H 4.766 -1.503 -0.103 0.1 -0.1 0.0
H 1.604 -1.889 -3.499 0.0 -0.1 -0.1
H 2.530 -1.218 -5.693 0.0 -0.1 0.0
H 4.073 0.698 -5.845 0.0 0.0 -0.1
H 4.632 1.990 -3.820 0.1 0.1 0.0
H 3.775 1.286 -1.624 0.0 0.1 0.0
H 4.306 -2.322 -2.194 0.0 0.0 0.0
H 4.980 -4.669 -2.311 0.1 0.0 -0.1
H 3.642 -6.415 -1.201 0.0 -0.1 0.0
H 1.618 -5.785 0.071 -0.1 0.0 0.1
H 0.950 -3.418 0.220 0.0 -0.1 0.0
C -0.564 -0.902 4.488 0.1 -0.2 0.0
N 0.561 -1.767 4.269 0.6 0.4 0.2
C 0.937 -2.576 5.394 -0.2 -0.1 0.0
C 0.739 -2.258 2.936 -0.1 0.6 -0.4
C -0.494 -2.853 2.277 0.2 0.3 -0.5
C -1.105 -3.980 2.810 0.0 -0.1 -0.2
C -2.176 -4.574 2.164 -0.2 -0.1 0.0
C -2.664 -4.037 0.983 0.2 -0.2 0.1
C -2.074 -2.899 0.458 0.2 0.9 -0.5
C -0.991 -2.286 1.090 0.8 0.8 1.7
H -0.396 -0.319 5.393 0.0 0.1 0.1
H -1.507 -1.451 4.607 -0.2 0.0 0.0
H -0.664 -0.226 3.639 -0.1 0.1 0.0
H 1.191 -1.924 6.232 0.0 -0.1 0.1
H 1.808 -3.181 5.148 0.1 0.0 0.0
H 0.127 -3.241 5.719 0.0 -0.2 0.2
H 1.558 -2.983 2.936 0.0 0.0 0.0
H 1.046 -1.392 2.292 -0.1 -0.6 0.3
H -0.717 -4.425 3.715 0.1 0.0 0.1
H -2.617 -5.473 2.565 -0.1 -0.1 0.1
H -3.485 -4.510 0.464 -0.1 0.0 0.0
H -2.462 -2.479 -0.464 -0.1 0.0 0.0
O -0.230 0.328 -2.011 0.3 -0.7 0.7
S -0.841 1.457 -2.781 0.5 0.7 -1.6
C -1.216 0.744 -4.443 0.0 0.3 0.3
C -0.110 1.158 -5.400 0.1 0.0 -0.1
C 0.425 2.507 -4.930 0.0 -0.1 -0.2
C 0.586 2.417 -3.427 -0.5 0.2 0.1
H -2.189 1.144 -4.724 -0.1 0.0 -0.1
H -1.289 -0.335 -4.316 -0.1 0.0 0.2
H -0.480 1.219 -6.424 0.0 -0.1 0.0
H 0.687 0.416 -5.363 0.0 0.1 -0.1
H -0.277 3.299 -5.194 0.0 0.1 0.0
H 1.388 2.726 -5.390 0.0 0.1 -0.1
H 0.583 3.383 -2.933 0.0 0.1 0.1
H 1.473 1.860 -3.136 -0.1 -0.1 0.0
```
Positions in Å, forces in eV/Å.

The HOMO energy (alpha / beta) comes out at -9.558 / -9.558 eV. The calculation puts the molecular weight at 906.97 g/mol. The energy comes out at -96508.317 eV. Its largest force on an atom is 0.0725 hartree/bohr. As for the charge: +1.